# CH21O10

A 10-piece molecular cluster, CH21O10 overall in a non-equilibrium geometry (ωB97M-V/def2-TZVPD, the Open Molecules 2025 dataset).

Geometry as XYZ:
```
32
Properties=species:S:1:pos:R:3:forces:R:3:mulliken_charge:R:1
C 0.6448 1.1259 0.0619 -0.9 -3.0 -0.6 -1.047
O -0.2079 0.2017 -0.6203 1.3 1.7 0.6 -0.601
H 1.6816 0.9971 -0.2947 0.3 0.2 0.5 0.411
H 0.5131 0.8869 1.1069 0.7 0.3 0.9 0.182
H 0.4126 2.1427 -0.0642 -0.5 1.6 -0.4 0.301
O 3.1138 -1.2472 -0.3021 1.2 0.1 -1.8 -0.667
H 2.6898 -0.4320 -0.1062 -0.5 1.0 0.8 0.264
H 3.3445 -1.7148 0.4634 0.2 -0.8 1.8 0.267
O -2.3504 -1.2772 -1.2684 -0.4 -1.6 -0.2 -0.702
H -1.5903 -0.8248 -0.9039 0.1 0.8 -0.1 0.413
H -2.0283 -2.1968 -1.3215 -0.3 0.6 0.0 0.337
O -0.1215 -1.8137 0.9269 1.6 -1.2 2.5 -0.743
H 0.5836 -1.5076 1.5611 -1.0 -0.7 -1.1 0.332
H -0.2372 -1.0576 0.3446 0.2 1.3 -1.4 0.437
O 1.1449 -1.7471 -1.8865 0.7 0.6 0.1 -0.775
H 1.9706 -1.5330 -1.4048 -0.4 -1.3 -0.8 0.489
H 0.6314 -1.0464 -1.4365 -1.0 0.0 -0.5 0.305
O -0.5346 0.4465 4.2680 -0.1 1.1 0.0 -0.668
H 0.3632 0.3462 3.9883 0.9 0.1 -0.3 0.309
H -0.6355 -0.1961 4.9484 -0.4 -0.9 0.8 0.325
O 1.5836 1.4643 -2.9444 0.6 1.0 -1.4 -0.666
H 1.3508 1.0793 -2.1298 -1.1 -0.8 1.6 0.364
H 2.3279 0.9209 -3.1770 0.5 -0.4 -0.6 0.303
O -2.0466 -0.6511 2.3464 0.6 0.8 0.6 -0.738
H -1.3453 -0.9799 1.7637 -0.5 -0.8 -0.3 0.374
H -1.4745 -0.1141 2.9358 -1.1 -0.2 -0.2 0.420
O -1.3412 1.3689 -2.6276 0.6 0.6 -0.3 -0.740
H -0.6701 1.2744 -3.3186 -0.3 0.1 0.0 0.301
H -0.7944 1.1662 -1.8242 -0.9 -0.5 -0.3 0.255
O -2.7026 1.5844 0.3294 -1.5 0.9 0.2 -0.631
H -2.0281 0.9880 0.5911 0.9 -1.2 0.3 0.275
H -2.2479 2.3462 -0.0047 0.3 0.4 -0.5 0.314
```
Forces are in eV/Å.

Values from the calculation:
- E_tot: -21853.1953 eV
- Net charge: -1
- Frontier orbital gap: 8.0826 eV
- Energy above the lowest of the compared OMol25 structures with the same formula, charge and spin: 198.1 kJ/mol
- HOMO: -5.876 eV
- Multiplicity: 1